[1]
The following is a DFT calculation (ωB97M-V with the def2-TZVPD basis set) of a molecular structure, C28H42AsCaF6O21 at a distorted geometry.

Each line ends with the Löwdin charge.
Positions of all 99 atoms, in Å:
Ca  0.5899  0.0383  -0.0355  1.532
As  1.5674  2.8921  -2.4860  0.705
F  2.3321  1.5656  -3.2694  -0.232
F  1.3262  1.8555  -1.0473  -0.379
F  0.7796  4.1428  -1.6025  -0.236
F  1.7740  3.8916  -3.8614  -0.230
F  0.0437  2.3195  -3.0722  -0.242
F  3.0863  3.3811  -1.8414  -0.236
C  0.5884  -4.8507  4.1942  -0.019
C  0.7363  -4.9437  2.6914  -0.299
C  -0.5629  -5.0999  1.9032  -0.054
O  -0.4082  -4.1453  0.8326  0.082
C  0.6062  -3.3226  1.1010  -0.541
O  0.8959  -2.3749  0.4310  0.080
O  1.2712  -3.6953  2.2036  0.111
H  1.5020  -4.4706  4.6486  0.091
H  0.3817  -5.8141  4.6585  0.093
H  -0.2193  -4.1534  4.4301  0.090
H  1.4574  -5.7273  2.4525  0.156
H  -1.4475  -4.8769  2.4963  0.132
H  -0.6280  -6.0663  1.4124  0.138
C  7.0208  0.1667  2.2977  -0.021
C  5.6449  0.6356  2.6781  -0.297
C  5.3208  2.0770  2.2126  -0.071
O  4.0377  1.9632  1.6162  0.092
C  3.6902  0.6688  1.5275  -0.530
O  2.6886  0.3158  0.9856  0.048
O  4.6122  -0.1373  2.0463  0.124
H  7.7368  0.6020  2.9979  0.095
H  7.2958  0.4929  1.2936  0.092
H  7.1428  -0.9146  2.3308  0.091
H  5.5169  0.5907  3.7612  0.151
H  6.0316  2.4113  1.4547  0.136
H  5.3570  2.7805  3.0412  0.127
C  -5.8422  -0.5562  1.1309  -0.025
C  -4.7401  -1.3641  1.7376  -0.288
C  -4.2331  -2.5362  0.8590  -0.059
O  -2.8418  -2.2887  0.7145  0.081
C  -2.5047  -1.1263  1.2863  -0.533
O  -1.4221  -0.6267  1.2401  0.083
O  -3.5541  -0.5598  1.8984  0.105
H  -5.6817  -0.2935  0.0855  0.084
H  -6.0267  0.3421  1.7239  0.093
H  -6.7912  -1.0993  1.1773  0.099
H  -5.0052  -1.6948  2.7411  0.154
H  -4.6766  -2.4942  -0.1336  0.134
H  -4.4424  -3.4760  1.3630  0.135
C  2.1038  -2.9547  -5.4707  -0.015
C  2.2924  -3.3234  -4.0145  -0.297
C  3.7426  -3.2801  -3.4896  -0.079
O  3.7170  -2.3091  -2.4589  0.101
C  2.4812  -1.7967  -2.3363  -0.528
O  2.2010  -0.9025  -1.5968  0.057
O  1.6240  -2.3561  -3.1996  0.100
H  1.0640  -2.6800  -5.6389  0.081
H  2.3702  -3.7658  -6.1512  0.090
H  2.7582  -2.1274  -5.7566  0.096
H  1.8771  -4.3197  -3.8523  0.149
H  4.4628  -3.0226  -4.2637  0.135
H  3.9943  -4.2679  -3.1022  0.131
C  -4.0282  5.0864  0.0233  -0.020
C  -3.8883  3.6125  0.2937  -0.302
C  -4.5176  2.7082  -0.7820  -0.066
O  -3.4273  1.8995  -1.2346  0.067
C  -2.3088  2.1935  -0.5379  -0.520
O  -1.2774  1.6089  -0.6401  0.074
O  -2.4998  3.2517  0.2615  0.110
H  -3.5436  5.7124  0.7672  0.089
H  -5.0836  5.3595  -0.0488  0.093
H  -3.5870  5.3123  -0.9516  0.102
H  -4.2613  3.3787  1.2925  0.152
H  -4.9294  3.2896  -1.6030  0.135
H  -5.2623  2.0539  -0.3329  0.112
C  -2.5762  -1.4604  -5.8730  -0.023
C  -2.4783  -0.5608  -4.6672  -0.267
C  -3.5690  -0.8257  -3.6204  -0.070
O  -2.8678  -0.7955  -2.3758  0.062
C  -1.5528  -0.9612  -2.6138  -0.542
O  -0.7284  -1.0646  -1.7554  0.065
O  -1.2896  -0.9518  -3.9127  0.108
H  -3.4553  -1.1474  -6.4474  0.097
H  -2.6977  -2.4980  -5.5706  0.090
H  -1.7314  -1.3390  -6.5469  0.090
H  -2.3199  0.4804  -4.9406  0.164
H  -3.9882  -1.8157  -3.8031  0.132
H  -4.3358  -0.0583  -3.5759  0.136
C  2.7371  4.3655  4.5999  -0.025
C  1.4527  3.6199  4.3749  -0.304
C  0.3366  4.4967  3.7671  -0.068
O  -0.2151  3.6805  2.7397  0.095
C  0.5578  2.6036  2.5468  -0.515
O  0.3424  1.7632  1.7291  0.085
O  1.6166  2.6107  3.3755  0.098
H  3.5722  3.7204  4.8767  0.081
H  2.6364  5.1046  5.3960  0.095
H  3.0380  4.8979  3.6940  0.098
H  1.1032  3.1769  5.3105  0.155
H  0.7626  5.3989  3.3252  0.137
H  -0.4313  4.7735  4.4841  0.136

Energy relative to the best compared isomer or geometry (same formula, charge and spin): 0.0 kcal per mole
Spin multiplicity: 1
Total energy: -6185.04590 Ha
Charge: +1



[2]
The following is a DFT calculation (ωB97M-V with the def2-TZVPD basis set) of a molecular structure, C28H42BrN3P2Pb at a distorted geometry.

Each line ends with the Löwdin charge.
Positions of all 77 atoms, in Å:
C  -0.7101  7.5903  -6.2522  -0.021
C  -0.9486  6.2068  -6.3434  -0.214
C  -1.1630  5.7522  -7.6677  -0.016
C  -1.2858  6.6616  -8.7386  -0.125
N  -1.1402  7.9792  -8.5949  0.064
C  -0.8494  8.4289  -7.3748  -0.123
C  -0.9221  5.2986  -5.1740  0.092
C  -0.8239  4.3660  -4.3672  0.037
C  -0.4769  3.2224  -3.5609  -0.230
C  0.7026  3.0381  -2.8242  0.017
C  0.8631  1.9183  -1.9746  -0.177
C  -0.1713  1.0098  -1.8314  -0.383
C  -1.1591  1.0038  -2.8715  -0.339
C  -1.3914  2.1771  -3.6354  -0.027
Pb  -2.3727  0.7783  -0.6752  1.458
P  2.2814  -1.3608  -1.0850  0.805
H  -1.1797  4.6922  -7.9008  0.108
H  -0.3602  8.0364  -5.3278  0.110
H  -1.4840  6.3169  -9.7531  0.112
H  -0.7000  9.5047  -7.3014  0.113
H  -2.2599  2.2490  -4.2884  0.135
H  1.4924  3.7903  -2.8757  0.132
H  -1.8709  0.2089  -3.0972  0.011
H  1.8168  1.8142  -1.4850  0.065
C  2.6005  -3.1396  -0.7493  -0.374
C  3.6503  -3.8642  -1.5966  -0.117
H  1.6363  -3.6867  -0.9009  0.100
H  2.8765  -3.1703  0.3238  0.095
H  3.9759  -4.7404  -1.0192  0.101
H  3.1952  -4.2592  -2.5167  0.079
H  4.5357  -3.2574  -1.8279  0.071
C  2.2093  -1.3503  -2.9181  -0.322
C  3.1513  -0.3653  -3.6216  -0.101
H  1.1749  -1.2005  -3.2457  0.064
H  2.4905  -2.3780  -3.2074  0.083
H  3.0809  -0.5042  -4.7108  0.103
H  2.8358  0.6663  -3.4212  0.063
H  4.2069  -0.4734  -3.3095  0.081
C  3.6056  -0.2389  -0.5791  -0.388
C  4.9812  -0.9071  -0.4917  -0.112
H  3.3325  0.2574  0.3732  0.083
H  3.6185  0.5663  -1.3365  0.073
H  5.6903  -0.1647  -0.1004  0.098
H  5.0181  -1.7685  0.1896  0.087
H  5.3521  -1.2338  -1.4747  0.073
Br  0.5783  -0.8070  0.4682  0.462
P  -2.5577  -3.0437  -3.6161  1.003
C  -0.7525  -3.4059  -3.4318  -0.441
C  -0.2771  -4.7512  -4.0165  -0.153
H  -0.4810  -3.3395  -2.3642  0.048
H  -0.2095  -2.5972  -3.9486  0.043
H  0.7961  -4.7138  -4.2493  0.059
H  -0.4141  -5.5739  -3.3042  0.074
H  -0.7801  -5.0291  -4.9524  0.072
C  -3.0865  -2.5870  -1.8762  -0.449
C  -4.3161  -3.4194  -1.5072  -0.185
H  -3.3583  -1.5204  -1.7132  -0.020
H  -2.2450  -2.8940  -1.2235  0.062
H  -4.4624  -3.4922  -0.4332  0.066
H  -5.2635  -3.0233  -1.8820  0.078
H  -4.2401  -4.4566  -1.8417  0.066
C  -2.5882  -1.5244  -4.6623  -0.462
C  -2.9962  -1.7008  -6.1416  -0.149
H  -1.6242  -0.9907  -4.6234  0.050
H  -3.3602  -0.8852  -4.1959  0.070
H  -3.3332  -0.7299  -6.5383  0.073
H  -2.1643  -2.0276  -6.7828  0.074
H  -3.8395  -2.3991  -6.2523  0.072
N  0.3067  2.5364  2.5149  0.100
C  -0.9411  2.2462  3.1041  -0.030
C  -1.7552  1.9145  2.0629  -0.191
N  -1.0855  2.0883  0.8416  -0.148
C  0.1743  2.3968  1.1760  -0.203
H  1.1603  2.7580  3.0429  0.183
H  -1.1511  2.3147  4.1685  0.135
H  -2.7517  1.5139  2.0973  0.080
H  0.9917  2.5149  0.4790  0.115

Energy relative to the best compared isomer or geometry (same formula, charge and spin): 12.4 kcal per mole
Spin multiplicity: 1
Total energy: -4705.24060 Ha
Charge: +2